Model P:
C3H7N3S | ωB97M-V/def2-TZVPD

Values from the calculation:
Highest occupied orbital energy, eV: -7.93
SMILES: C=NS/C=N/NC
HOMO-LUMO gap, Eh: 0.3277
E_LUMO, eV: 0.988

Geometry as ORCA input:
```
! RIJCOSX wB97M-V def2-TZVPD def2/J DEFGRID3
* xyz 0 1
C 4.041 0.103 0.098
N 2.789 0.375 -0.041
S 1.713 -0.924 -0.202
C 0.245 0.053 -0.283
N -0.890 -0.522 -0.245
N -1.998 0.258 -0.424
C -3.170 -0.308 0.233
H 4.737 0.931 0.189
H 4.432 -0.915 0.093
H 0.432 1.123 -0.427
H -1.843 1.250 -0.192
H -3.368 -1.353 -0.123
H -4.057 0.303 0.000
H -3.064 -0.375 1.325
*
```

Model Q:
C3H7N3S | ωB97M-V/def2-TZVPD

Values from the calculation:
Highest occupied orbital energy, eV: -8.35
SMILES: C=NNC(=S)NC
HOMO-LUMO gap, Eh: 0.3286
E_LUMO, eV: 0.588

Geometry as ORCA input:
```
! RIJCOSX wB97M-V def2-TZVPD def2/J DEFGRID3
* xyz 0 1
C -2.870 0.504 0.280
N -2.370 -0.520 -0.248
N -0.983 -0.801 -0.116
C 0.015 0.129 -0.147
S -0.156 1.800 -0.254
N 1.196 -0.494 -0.127
C 2.499 0.097 0.145
H -3.997 0.447 0.102
H -2.339 1.309 0.739
H -0.901 -1.694 -0.644
H 1.251 -1.465 -0.477
H 2.892 -0.404 1.050
H 2.476 1.224 0.281
H 3.286 -0.134 -0.585
*
```

Model R:
C3H7N3S | ωB97M-V/def2-TZVPD

Values from the calculation:
Highest occupied orbital energy, eV: -8.91
SMILES: [H]/N=C1/SCCN1N
HOMO-LUMO gap, Eh: 0.3506
E_LUMO, eV: 0.629

Geometry as ORCA input:
```
! RIJCOSX wB97M-V def2-TZVPD def2/J DEFGRID3
* xyz 0 1
H 0.188 -2.467 -1.229
N -0.855 -2.260 -1.110
C -0.816 -1.082 -0.536
S -1.950 -0.582 0.596
C -1.328 1.132 0.788
C 0.093 0.959 0.326
N 0.275 -0.154 -0.621
N 1.726 -0.709 -0.696
H -1.643 2.082 0.088
H -1.472 1.268 1.890
H 0.798 0.877 1.291
H 0.436 1.893 -0.047
H 2.487 0.121 -1.015
H 2.061 -1.077 0.274
*
```

Relative to the most stable structure, the computed energies are model P 52.4; model Q 0.0; model R 132.8, all in kJ/mol.

Model P:
C11H22NO | ωB97M-V/def2-TZVPD

Values from the calculation:
Highest occupied orbital energy, eV: -11.97
HOMO-LUMO gap, Eh: 0.3033
E_LUMO, eV: -3.719

Geometry as ORCA input:
```
! RIJCOSX wB97M-V def2-TZVPD def2/J DEFGRID3
* xyz 1 1
C 1.435 -0.174 -0.640
C -0.841 0.437 0.047
C 1.535 2.055 0.595
C 0.493 2.457 -0.399
C 1.352 -2.289 0.761
C -2.240 -1.500 0.604
C -2.584 -0.168 -1.444
C -3.342 0.930 0.650
C 3.481 0.833 -0.322
C 1.678 -1.653 -0.540
C -2.298 -0.064 0.077
N 2.147 0.646 0.385
O -0.736 1.734 -0.270
H 2.409 2.793 0.497
H 1.005 2.022 1.455
H 0.178 3.431 -0.182
H 0.869 2.286 -1.371
H 0.549 -3.023 0.615
H 1.067 -1.547 1.484
H 2.074 -2.955 1.281
H -2.120 -1.473 1.675
H -3.262 -2.086 0.348
H -1.446 -2.043 0.087
H -2.522 0.774 -2.014
H -3.544 -0.621 -1.579
H -1.846 -0.912 -1.685
H -3.955 0.524 1.409
H -3.941 1.293 -0.152
H -2.788 1.768 1.074
H 4.004 1.558 0.235
H 3.875 -0.144 -0.285
H 3.273 0.993 -1.357
H 0.971 -1.907 -1.446
H 2.730 -1.798 -0.865
H 2.390 0.255 1.336
*
```

Model Q:
C11H22NO | ωB97M-V/def2-TZVPD

Values from the calculation:
Highest occupied orbital energy, eV: -11.94
HOMO-LUMO gap, Eh: 0.2913
E_LUMO, eV: -4.017

Geometry as ORCA input:
```
! RIJCOSX wB97M-V def2-TZVPD def2/J DEFGRID3
* xyz 1 1
C 0.395 1.497 1.251
C 0.440 0.078 1.932
C -0.237 -1.077 1.104
C -0.961 -2.025 2.140
N 0.875 -1.822 0.435
C 0.996 -3.105 0.363
C 2.289 -3.588 -0.356
C 3.192 -2.292 -0.120
C 2.039 -1.241 -0.272
H 1.439 1.880 1.224
H -0.154 2.174 1.939
H -0.091 1.523 0.262
H -0.083 0.126 2.910
H 1.478 -0.252 2.160
H -0.940 -0.734 0.322
H -0.143 -2.499 2.731
H -1.600 -2.783 1.647
H -1.584 -1.409 2.820
H 0.294 -3.865 0.752
H 2.205 -3.969 -1.389
H 2.684 -4.356 0.349
H 3.484 -2.412 0.941
H 4.037 -2.195 -0.821
H 1.893 -1.161 -1.376
H 2.304 -0.203 0.008
C -2.051 4.514 -2.580
C -2.079 3.385 -1.585
O -1.399 3.411 -0.581
C -2.986 2.221 -1.887
H -1.358 5.280 -2.236
H -1.715 4.146 -3.551
H -3.045 4.954 -2.671
H -2.692 1.753 -2.828
H -4.021 2.561 -1.948
H -2.907 1.483 -1.087
*
```

Relative to the most stable structure, the computed energies are model P 626.8; model Q 0.0, all in kJ/mol.

Model P:
C2H4BFO | ωB97M-V/def2-TZVPD

Values from the calculation:
Highest occupied orbital energy, eV: -9.78
SMILES: O=CBCF
HOMO-LUMO gap, Eh: 0.3398
E_LUMO, eV: -0.534

Geometry as ORCA input:
```
! RIJCOSX wB97M-V def2-TZVPD def2/J DEFGRID3
* xyz 0 1
O 0.599 -1.579 2.615
C 0.092 -1.563 1.490
B -0.187 -0.255 0.403
C 0.323 0.909 -0.939
F -0.846 1.386 -1.488
H -0.441 -2.384 1.064
H -1.317 -0.004 0.543
H 0.950 1.654 -0.688
H 0.856 0.446 -1.750
*
```

Model Q:
C2H4BFO | ωB97M-V/def2-TZVPD

Values from the calculation:
Highest occupied orbital energy, eV: -9.75
SMILES: O=C=CF.B
HOMO-LUMO gap, Eh: 0.3384
E_LUMO, eV: -0.542

Geometry as ORCA input:
```
! RIJCOSX wB97M-V def2-TZVPD def2/J DEFGRID3
* xyz 0 1
O 1.088 -2.464 -2.051
C 0.568 -1.436 -1.822
C 0.252 -0.135 -1.921
F 0.979 0.760 -1.107
H -0.738 0.363 -1.984
B -0.430 0.003 1.170
H -0.453 -1.173 1.323
H 0.593 0.573 1.208
H -1.438 0.612 0.996
*
```

Relative to the most stable structure, the computed energies are model P 0.0; model Q 68.6, all in kJ/mol.

Model P:
C2H2N4O2 | ωB97M-V/def2-TZVPD

Values from the calculation:
Highest occupied orbital energy, eV: -10.99
SMILES: [H]/N=c1\nnoc(=O)[nH]1
HOMO-LUMO gap, Eh: 0.3607
E_LUMO, eV: -1.172

Geometry as ORCA input:
```
! RIJCOSX wB97M-V def2-TZVPD def2/J DEFGRID3
* xyz 0 1
H -2.566 0.002 -0.198
N -1.913 -0.735 -0.088
C -0.829 -0.181 0.124
N -0.944 1.127 0.186
N 0.013 1.843 -0.048
O 1.365 1.202 0.038
C 1.557 -0.113 0.011
O 2.744 -0.413 -0.010
N 0.402 -0.816 0.260
H 0.172 -1.916 -0.273
*
```

Model Q:
C2H2N4O2 | ωB97M-V/def2-TZVPD

Values from the calculation:
Highest occupied orbital energy, eV: -10.41
SMILES: O=c1[nH]nnnc1O
HOMO-LUMO gap, Eh: 0.3686
E_LUMO, eV: -0.376

Geometry as ORCA input:
```
! RIJCOSX wB97M-V def2-TZVPD def2/J DEFGRID3
* xyz 0 1
O -1.730 0.684 0.669
C -0.756 0.138 0.167
N -0.758 -0.982 -0.577
N 0.354 -1.579 -1.173
N 1.477 -1.035 -0.958
N 1.670 0.065 -0.222
C 0.637 0.630 0.320
O 0.808 1.602 1.152
H -1.610 -1.432 -0.851
H -0.091 1.910 1.473
*
```

Model R:
C2H2N4O2 | ωB97M-V/def2-TZVPD

Values from the calculation:
Highest occupied orbital energy, eV: -10.08
SMILES: O=C/N=c1\nn[nH]o1
HOMO-LUMO gap, Eh: 0.3407
E_LUMO, eV: -0.809

Geometry as ORCA input:
```
! RIJCOSX wB97M-V def2-TZVPD def2/J DEFGRID3
* xyz 0 1
O 2.178 -0.787 1.660
C 1.671 -1.489 0.857
N 0.585 -1.185 0.053
C -0.164 -0.192 -0.185
N -1.283 0.354 0.562
N -1.821 1.285 -0.106
N -1.280 1.281 -1.319
O -0.103 0.560 -1.317
H 2.138 -2.485 0.593
H -1.179 2.227 -1.704
*
```

Relative to the most stable structure, the computed energies are model P 164.1; model Q 0.0; model R 186.0, all in kJ/mol.